[1]
The following is a DFT calculation (the ωB97M-V functional and the def2-TZVPD basis) of C5H9N3 as an isolated structure in a non-equilibrium geometry.

Each line ends with the natural charge from an NBO analysis.
Element x y z (Å)
C (1.6556, 0.1520, -1.0634)  -0.65
C (-0.1774, -0.9844, 0.5710)  0.19
C (0.9568, 0.5176, 0.2390)  0.21
C (-1.2360, -0.1934, 0.1346)  0.15
N (-2.5063, -0.5572, -0.1376)  -0.75
C (-0.6171, 1.1259, -0.0448)  -0.46
N (0.1424, -2.2009, 0.5149)  -0.62
N (1.7274, 1.0436, 1.1469)  -0.62
H (-3.2563, 0.1101, -0.0424)  0.39
H (-2.7343, -1.5404, -0.0911)  0.41
H (0.9359, -2.4273, 1.1174)  0.35
H (1.2022, 1.3231, 1.9768)  0.32
H (1.9126, 1.0674, -1.5980)  0.22
H (1.0227, -0.4584, -1.7078)  0.21
H (2.5736, -0.3923, -0.8458)  0.23
H (-0.7371, 1.7834, 0.8145)  0.22
H (-0.8646, 1.6313, -0.9843)  0.21

Summary:
E_LUMO (spin up / spin down), eV: -0.50 / -0.47
Total charge: 0
ΔE to the lowest compared entry with this formula, charge and spin, kcal/mol: 100.80
HOMO level (spin up / spin down), Ha: -0.2706 / -0.2763
Gap between HOMO and LUMO (spin up / spin down), Eh: 0.2521 / 0.2590
Multiplicity: 1

---

[2]
The following is a DFT calculation (the ωB97M-V functional and the def2-TZVPD basis) of C5H9N3 in the gas phase in a non-equilibrium geometry.

Each line ends with the natural charge from an NBO analysis.
Element x y z (Å)
C (1.2470, 0.2198, 1.4334)  -0.61
C (0.7042, -0.0771, 0.0367)  -0.07
C (1.7663, 0.1337, -1.0389)  -0.61
N (-0.4429, 0.7828, -0.2340)  -0.55
C (-1.6672, 0.3217, -0.4625)  0.31
N (-2.0342, -0.8376, 0.0050)  -0.59
C (-3.1629, -1.4492, -0.2440)  0.40
N (-4.1221, -2.0870, -0.3189)  -0.41
H (2.0745, -0.4489, 1.6623)  0.22
H (1.6143, 1.2451, 1.4924)  0.20
H (0.4691, 0.0775, 2.1811)  0.22
H (0.3297, -1.1035, 0.0018)  0.24
H (2.1166, 1.1652, -1.0367)  0.20
H (1.3614, -0.0890, -2.0235)  0.22
H (2.6156, -0.5194, -0.8582)  0.22
H (-0.2599, 1.7639, -0.3708)  0.40
H (-2.6097, 0.9021, -0.2254)  0.21

Summary:
E_LUMO, eV: 0.38
Total charge: 0
ΔE to the lowest compared entry with this formula, charge and spin, kcal/mol: 40.01
HOMO level, Ha: -0.3326
SMILES string: CC(C)N/C=N/C#N
Gap between HOMO and LUMO, Eh: 0.3465
Multiplicity: 1

---

[3]
The following is a DFT calculation (the ωB97M-V functional and the def2-TZVPD basis) of C5H9N3 as an isolated structure in a non-equilibrium geometry.

Each line ends with the natural charge from an NBO analysis.
Element x y z (Å)
C (-0.9011, 0.2321, -0.8566)  -0.03
C (-0.7138, 0.0155, 0.6781)  -0.10
C (0.6040, 0.5145, -0.6964)  -0.07
C (1.1313, -0.9576, -0.2126)  -0.11
C (0.1018, -1.2753, 0.7940)  -0.13
H (-1.6346, 2.1580, -0.7954)  0.37
H (-2.6800, 1.1141, -1.4849)  0.36
H (-1.1562, -0.6630, -1.4598)  0.18
H (-1.5419, 0.2786, 1.4186)  0.20
H (1.0350, 0.8979, 1.2691)  0.38
H (1.2364, 0.9719, -1.4950)  0.21
H (1.4032, -1.7470, -0.9345)  0.21
H (2.0104, -1.7732, 1.4838)  0.37
H (-0.3821, -2.2249, 0.8054)  0.21
N (-1.7170, 1.3169, -1.3698)  -0.83
N (0.2634, 1.1127, 0.5874)  -0.61
N (1.5073, -1.0279, 1.2044)  -0.62

Summary:
E_LUMO, eV: 1.07
Total charge: 0
ΔE to the lowest compared entry with this formula, charge and spin, kcal/mol: 77.05
HOMO level, Ha: -0.3279
Gap between HOMO and LUMO, Eh: 0.3672
Multiplicity: 1

---

[4]
The following is a DFT calculation (the ωB97M-V functional and the def2-TZVPD basis) of C5H9N3 in the gas phase.

Each line ends with the natural charge from an NBO analysis.
Element x y z (Å)
C (0.7820, 0.3837, -0.0875)  0.14
C (-0.3130, 0.7296, 0.6944)  0.06
N (1.4484, 1.3582, -0.8060)  -0.78
N (0.5788, -2.0791, 0.3594)  -0.82
C (0.8120, -0.9871, -0.5751)  -0.28
C (-1.8382, -0.3606, -1.1303)  -0.10
C (-0.6182, 1.2033, 1.8820)  -0.39
N (-1.8168, 0.4696, -0.2525)  -0.39
H (1.0865, 2.2976, -0.7627)  0.39
H (1.8366, 1.0990, -1.7011)  0.38
H (-0.3996, -2.1189, 0.6196)  0.36
H (1.1178, -1.9566, 1.2080)  0.36
H (1.6703, -1.1933, -1.2198)  0.20
H (-0.1462, -0.9874, -1.2582)  0.21
H (-2.6913, -0.6526, -1.7321)  0.22
H (0.1432, 1.3797, 2.6317)  0.21
H (-1.6522, 1.4147, 2.1301)  0.22

Summary:
E_LUMO, eV: 0.68
Total charge: 0
ΔE to the lowest compared entry with this formula, charge and spin, kcal/mol: 107.17
HOMO level, Ha: -0.2615
Gap between HOMO and LUMO, Eh: 0.2864
Multiplicity: 1

---

[5]
The following is a DFT calculation (the ωB97M-V functional and the def2-TZVPD basis) of C5H9N3 in the gas phase in a non-equilibrium geometry.

Each line ends with the natural charge from an NBO analysis.
Element x y z (Å)
H (-3.0454, 0.3867, 0.3473)  0.33
N (-2.5565, -0.4315, 0.5536)  -0.64
C (-1.5246, -0.3479, -0.0888)  0.37
C (-1.0142, 0.8568, -0.6855)  -0.30
C (0.0783, 1.4431, -0.2094)  -0.14
C (0.9806, 0.6154, 0.7881)  -0.47
C (1.7058, -0.5469, 0.1007)  -0.24
N (0.5903, -1.2263, -0.6668)  -0.47
N (-0.6043, -1.4294, -0.1082)  -0.45
H (-1.6702, 1.1901, -1.4418)  0.22
H (0.4678, 2.3967, -0.6365)  0.22
H (1.6607, 1.2916, 1.2471)  0.22
H (0.2547, 0.1405, 1.4589)  0.22
H (2.1528, -1.3801, 0.7344)  0.20
H (2.4086, -0.3731, -0.6977)  0.21
H (0.5902, -0.8071, -1.5448)  0.36
H (-0.4746, -1.7785, 0.8496)  0.37

Summary:
E_LUMO, eV: 0.94
Total charge: 0
ΔE to the lowest compared entry with this formula, charge and spin, kcal/mol: 76.05
HOMO level, Ha: -0.2927
SMILES string: [H]/N=C1\C=CCCNN1
Gap between HOMO and LUMO, Eh: 0.3271
Multiplicity: 1

---

[6]
The following is a DFT calculation (the ωB97M-V functional and the def2-TZVPD basis) of C5H9N3 in the gas phase in a non-equilibrium geometry.

Each line ends with the natural charge from an NBO analysis.
Element x y z (Å)
N (0.6850, -2.0139, -1.5984)  -0.82
C (1.3474, -0.8677, -0.9176)  -0.25
C (0.3859, -0.1712, -0.0356)  -0.12
C (0.6350, -0.1985, 1.3885)  0.02
N (-0.0225, 0.6361, 2.2072)  -0.56
C (-1.0199, 1.3688, 1.7864)  0.31
N (-1.4624, 1.4372, 0.5106)  -0.59
C (-0.6982, 0.6507, -0.4910)  -0.24
H (0.0648, -2.3330, -0.8384)  0.35
H (0.1458, -1.6735, -2.3678)  0.34
H (2.1450, -1.3899, -0.3232)  0.20
H (1.8009, -0.2524, -1.7205)  0.20
H (1.4212, -0.8386, 1.7774)  0.19
H (-1.5777, 1.9128, 2.5343)  0.18
H (-2.0182, 2.3070, 0.2581)  0.41
H (-1.4907, -0.0527, -0.8939)  0.19
H (-0.3413, 1.4790, -1.2760)  0.18

Summary:
E_LUMO, eV: 0.60
Total charge: 0
ΔE to the lowest compared entry with this formula, charge and spin, kcal/mol: 52.62
HOMO level, Ha: -0.2719
SMILES string: NCC1=CN=CNC1
Gap between HOMO and LUMO, Eh: 0.2939
Multiplicity: 1

---

Number 4 is which compound? C5H9N3